Record 1
112
Properties=species:S:1:pos:R:3:forces:R:3:mulliken_charge:R:1 method="wB97M-V/def2-TZVPD" total_charge=+3 spin_multiplicity=1 de_lowest_kj_mol=0.0
Os -0.751 -0.124 -0.185 -0.604 0.250 -0.199 1.92
C -2.625 -4.650 0.629 -0.014 -0.016 0.000 -1.47
C -2.402 -3.330 -0.114 0.007 -0.049 0.038 0.50
C -2.309 -3.584 -1.621 -0.033 -0.048 -0.030 -1.31
P -0.910 -2.408 0.463 0.094 0.088 0.036 0.18
C -0.611 -2.867 2.211 -0.032 -0.099 -0.018 0.72
C 0.852 -2.678 2.631 0.039 0.032 0.051 -1.83
C -1.624 -2.209 3.150 0.009 -0.006 0.039 -1.45
C 0.501 -3.015 -0.459 0.032 0.024 -0.035 -0.09
C 1.019 -4.299 -0.364 0.092 -0.040 -0.037 -0.11
C 2.144 -4.675 -1.095 -0.043 0.007 0.011 0.40
C 2.711 -6.060 -1.005 -0.011 0.006 0.002 -1.71
C 2.734 -3.715 -1.921 -0.019 -0.025 0.033 -1.29
C 2.233 -2.429 -2.026 0.024 0.021 0.010 -0.41
C 1.103 -2.076 -1.292 -0.148 -0.033 -0.052 0.50
N 0.519 -0.754 -1.386 0.532 -0.056 0.338 1.21
C 1.120 0.085 -2.404 -0.139 -0.150 0.036 -0.85
C 2.132 0.979 -2.063 0.011 0.099 -0.065 0.48
C 2.688 1.077 -0.670 0.027 0.001 0.099 -1.35
C 2.672 1.756 -3.082 0.000 0.018 0.089 -0.91
C 2.262 1.631 -4.407 0.006 0.015 -0.051 0.36
C 2.899 2.453 -5.490 -0.032 0.017 0.014 -1.64
C 1.292 0.678 -4.708 -0.027 -0.028 -0.005 -1.16
C 0.719 -0.122 -3.728 0.127 -0.021 -0.038 0.92
C -0.216 -1.241 -4.097 -0.049 0.045 -0.063 -1.26
H -3.499 -5.144 0.202 0.002 0.007 -0.006 0.51
H -2.814 -4.518 1.693 -0.013 0.006 -0.017 0.41
H -1.781 -5.332 0.503 -0.008 0.006 -0.002 0.26
H -3.249 -2.672 0.101 -0.019 -0.006 -0.015 0.64
H -1.557 -4.346 -1.832 -0.016 0.009 0.009 0.35
H -2.050 -2.699 -2.202 0.000 0.022 0.026 0.07
H -3.268 -3.955 -1.984 0.004 0.008 0.002 0.52
H -0.812 -3.942 2.215 0.004 0.025 0.016 1.10
H 1.323 -1.806 2.176 -0.001 0.084 -0.022 0.18
H 1.459 -3.534 2.343 -0.012 0.003 0.014 0.37
H 0.915 -2.559 3.714 -0.014 0.005 -0.009 0.53
H -1.442 -1.142 3.261 0.004 -0.010 0.004 0.16
H -1.533 -2.653 4.141 -0.013 0.002 -0.006 0.58
H -2.655 -2.353 2.817 0.003 -0.003 -0.016 0.38
H 0.557 -5.024 0.296 -0.005 0.004 -0.011 0.30
H 2.137 -6.686 -0.325 0.005 0.000 -0.001 0.37
H 3.744 -6.030 -0.656 -0.003 -0.006 -0.009 0.39
H 2.713 -6.536 -1.987 0.011 -0.002 0.008 0.40
H 3.609 -3.983 -2.499 0.001 0.008 0.007 0.50
H 2.720 -1.721 -2.683 -0.024 0.008 0.024 0.66
H 3.480 0.341 -0.516 -0.005 -0.004 -0.024 0.42
H 1.936 0.907 0.103 0.008 0.018 -0.034 -0.23
H 3.122 2.060 -0.489 0.024 -0.002 -0.022 0.65
H 3.458 2.463 -2.837 0.005 -0.013 -0.007 0.57
H 3.218 3.426 -5.119 0.011 -0.011 0.002 0.43
H 2.219 2.607 -6.327 0.006 -0.013 0.002 0.44
H 3.784 1.944 -5.877 0.000 -0.003 0.002 0.30
H 0.997 0.531 -5.742 0.002 0.004 0.006 0.51
H -0.534 -1.153 -5.135 -0.004 0.015 0.010 0.54
H -1.104 -1.269 -3.464 -0.034 0.032 0.014 0.07
H 0.279 -2.209 -3.990 -0.006 0.036 -0.005 0.33
C -4.680 3.252 -0.538 -0.026 -0.056 0.002 -1.27
N -4.395 1.817 -0.693 0.041 0.069 0.012 0.19
C -5.204 0.933 0.165 0.047 0.023 0.005 -0.92
C -3.473 1.348 -1.533 -0.184 -0.117 0.016 -0.09
S -2.780 -0.276 -1.059 -0.017 0.135 -0.124 -0.02
N -3.211 1.927 -2.684 0.022 -0.050 -0.060 0.39
C -2.095 1.522 -3.543 -0.021 0.066 0.029 -0.82
C -4.179 2.808 -3.368 0.028 -0.037 0.027 -1.23
H -4.686 3.469 0.530 -0.004 0.002 -0.003 0.43
H -5.653 3.520 -0.949 0.002 0.010 0.003 0.42
H -3.903 3.844 -1.011 0.029 0.016 -0.007 0.37
H -6.146 1.442 0.354 0.004 -0.007 -0.003 0.42
H -4.723 0.727 1.121 0.040 0.017 0.039 0.27
H -5.425 -0.003 -0.339 0.011 -0.018 -0.008 0.43
H -1.285 1.108 -2.961 0.028 -0.031 0.033 -0.43
H -1.734 2.404 -4.069 0.026 -0.014 0.015 0.44
H -2.445 0.795 -4.277 0.003 -0.011 -0.014 0.54
H -5.167 2.698 -2.936 0.001 -0.014 -0.009 0.44
H -4.218 2.488 -4.408 0.010 0.018 -0.006 0.40
H -3.864 3.850 -3.332 -0.008 0.006 0.006 0.35
C -1.027 5.352 -1.240 -0.006 0.018 0.009 -1.17
C 0.201 4.439 -1.185 0.032 -0.077 -0.059 -0.58
C -0.153 3.043 -0.940 0.043 0.093 0.035 0.16
N -0.420 1.946 -0.745 -0.240 -0.068 -0.011 -0.10
H -0.700 6.380 -1.378 0.004 -0.007 -0.014 0.45
H -1.600 5.304 -0.315 0.005 -0.002 -0.002 0.34
H -1.671 5.091 -2.081 -0.006 -0.006 0.006 0.24
H 0.889 4.737 -0.391 -0.016 0.012 0.017 0.39
H 0.764 4.459 -2.121 0.000 0.017 -0.001 0.26
C 4.258 -0.763 5.186 0.024 -0.020 -0.015 -0.99
C 3.662 0.527 5.720 -0.013 0.098 -0.022 -0.75
N 2.642 1.098 4.817 0.012 -0.051 0.009 0.22
C 2.971 2.316 4.084 -0.020 0.030 0.036 -0.61
C 4.009 2.091 2.997 0.036 -0.015 -0.029 -0.98
C 1.434 0.526 4.829 0.017 0.027 0.048 0.07
O 1.097 -0.405 5.543 0.022 -0.037 -0.081 -0.61
C 0.347 1.000 3.884 -0.055 0.040 0.089 0.33
C -0.838 1.497 4.417 0.047 0.036 -0.016 -0.77
C -1.921 1.703 3.579 -0.027 -0.001 0.000 -1.25
C -1.830 1.307 2.259 -0.060 -0.041 -0.066 -0.08
N -0.710 0.769 1.757 0.534 -0.151 -0.024 -0.08
C 0.380 0.685 2.540 0.012 -0.077 0.060 -0.09
H 5.034 -1.120 5.863 -0.017 0.001 0.006 0.40
H 4.714 -0.614 4.205 -0.009 -0.004 0.013 0.27
H 3.495 -1.538 5.112 -0.003 0.004 -0.006 0.26
H 4.428 1.291 5.847 0.001 -0.006 -0.009 0.41
H 3.194 0.363 6.689 -0.004 -0.031 0.006 0.43
H 3.339 3.052 4.802 0.009 -0.014 0.009 0.42
H 2.053 2.734 3.670 -0.005 -0.022 -0.039 0.31
H 4.946 1.726 3.417 -0.010 0.012 -0.001 0.35
H 4.225 3.027 2.479 -0.007 -0.015 0.013 0.41
H 3.668 1.353 2.266 -0.026 0.010 -0.012 0.18
H -0.903 1.706 5.477 -0.016 0.007 -0.008 0.63
H -2.847 2.121 3.949 0.007 -0.003 -0.003 0.55
H -2.668 1.388 1.583 -0.067 0.012 -0.035 0.16
H 1.286 0.304 2.089 0.005 -0.056 0.003 0.49


Record 2
115
Properties=species:S:1:pos:R:3:forces:R:3:mulliken_charge:R:1 method="wB97M-V/def2-TZVPD" total_charge=+1 spin_multiplicity=1
C -4.624 0.795 -2.019 4.053 -0.162 0.982 -0.76
C -3.164 0.947 -1.681 -3.495 0.409 -1.156 -0.62
C -2.048 -0.278 -1.894 -3.284 -0.731 0.437 -0.56
N -0.782 0.208 -2.623 -0.955 0.093 -0.640 0.20
C -0.224 1.431 -1.977 0.785 3.058 2.339 -0.39
C 1.323 1.826 -2.272 1.462 0.910 -0.171 0.09
C 1.929 2.812 -1.063 -1.388 4.448 2.202 0.36
O 1.362 3.962 -0.689 3.014 -7.199 -2.295 -0.62
N 3.195 2.327 -0.327 -0.265 1.318 -2.853 -0.18
C 4.376 2.234 -1.276 4.478 -0.115 -3.271 -0.02
C 5.346 3.559 -1.592 1.088 -3.287 -2.088 -0.19
C 6.638 3.448 -2.641 -1.562 -3.303 0.203 -0.43
C 7.053 2.038 -3.427 -4.063 0.019 3.295 -0.37
C 6.125 0.726 -3.081 -0.843 3.548 1.408 -0.38
C 4.854 0.836 -2.051 1.255 2.398 -0.443 -0.05
C 0.102 -1.000 -2.744 1.742 -3.570 -0.978 0.02
C 1.095 -0.993 -4.090 -0.301 0.541 0.915 -0.98
C 0.872 -1.419 -1.360 -0.824 -1.064 -0.340 -0.30
C -0.210 -1.390 -0.132 1.230 0.993 0.821 -0.81
C -1.769 -1.160 -0.554 -1.084 -0.235 1.610 2.31
C -2.638 -2.586 -0.657 0.323 -0.607 0.406 0.15
C -1.715 -3.887 -1.030 -0.892 -1.620 0.419 -0.28
C -1.284 -4.807 0.287 1.918 -1.434 2.497 0.29
C -2.294 -5.253 1.499 4.936 -1.001 -0.177 -0.30
C -1.621 -6.139 2.747 2.070 1.089 -2.479 -0.46
C -0.014 -6.560 2.798 -1.231 2.217 -3.216 -0.35
C 1.006 -6.110 1.564 -4.890 1.399 -0.178 -0.46
C 0.325 -5.242 0.343 -1.372 -1.103 2.844 -0.26
C -2.471 -0.352 0.733 0.742 -0.439 0.911 -1.47
O -2.064 -1.063 1.990 -2.237 0.399 -1.083 -0.37
C -3.243 -1.425 2.791 -0.477 -0.924 0.784 -0.24
C -3.975 -0.178 3.562 -0.582 -1.346 0.126 -0.34
O -3.773 -0.403 5.017 0.541 1.984 -1.202 -0.40
C -3.119 0.748 5.658 0.624 -0.223 0.197 -0.48
C -1.561 0.820 5.100 -1.329 0.806 -0.683 0.01
O -0.655 1.474 6.062 0.337 -1.341 -2.843 -0.43
C 0.669 1.438 5.389 1.001 0.728 0.194 -0.07
C 1.334 2.959 5.309 -0.227 -0.073 -0.057 -0.79
H -5.272 1.701 -2.444 1.453 -2.043 1.865 0.29
H -5.099 -0.269 -1.814 0.967 2.237 -1.394 0.15
H -2.856 2.015 -1.253 -0.348 -2.389 -1.624 0.26
H -2.580 -1.006 -2.677 1.300 1.681 1.664 0.55
H -1.101 0.461 -3.602 0.470 -0.300 1.292 0.62
H -0.359 1.322 -0.796 0.329 -0.003 -2.655 0.06
H -0.869 2.397 -2.257 1.303 -2.468 0.452 0.39
H 2.085 0.947 -2.361 -1.691 1.527 0.207 -0.28
H 1.441 2.475 -3.265 -0.409 -1.437 2.157 0.40
H 3.465 3.011 0.427 -0.729 -0.710 -1.150 0.30
H 5.171 4.608 -1.104 0.222 -2.335 -0.929 0.28
H 7.332 4.379 -2.879 -1.858 -2.057 0.778 0.27
H 7.947 1.955 -4.192 -2.075 0.321 1.867 0.31
H 6.346 -0.319 -3.599 -0.556 2.519 1.328 0.28
H 4.221 -0.157 -1.865 1.543 2.381 -0.348 0.22
H -0.630 -1.918 -2.975 1.327 2.273 0.721 0.25
H 2.225 -1.015 -3.703 -2.531 0.113 -1.172 0.26
H 0.852 0.015 -4.647 0.858 -2.046 0.741 0.25
H 0.851 -1.927 -4.787 0.617 2.181 1.626 0.34
H 1.859 -0.835 -1.134 -2.045 -0.839 -0.458 0.10
H 1.194 -2.561 -1.493 -0.640 2.556 -0.015 0.21
H -0.004 -2.341 0.537 -0.956 1.963 -1.389 0.30
H 0.093 -0.460 0.553 -0.720 -2.008 -1.368 0.30
H -3.509 -2.536 -1.436 1.701 0.242 1.313 -0.22
H -3.155 -2.838 0.389 1.326 0.787 -2.251 -0.41
H -0.762 -3.660 -1.671 -1.774 -0.344 1.372 0.22
H -2.399 -4.604 -1.692 1.519 1.516 1.305 0.32
H -3.425 -4.936 1.488 2.522 -0.815 0.124 0.26
H -2.335 -6.446 3.648 1.815 0.686 -2.193 0.28
H 0.446 -7.159 3.705 -1.302 1.386 -2.057 0.30
H 2.166 -6.361 1.546 -2.892 0.556 0.126 0.30
H 1.069 -4.897 -0.524 -1.984 -0.793 1.979 0.11
H -3.640 -0.397 0.716 2.237 0.419 -0.454 0.52
H -2.035 0.745 0.859 -1.108 -2.108 -0.584 0.10
H -4.084 -1.984 2.167 1.817 1.152 0.820 0.16
H -2.867 -2.233 3.585 -0.775 2.049 -1.623 0.36
H -5.149 -0.304 3.389 2.534 0.558 0.251 0.27
H -3.583 0.856 3.179 -0.760 -1.919 0.817 0.25
H -3.124 0.539 6.825 -0.053 0.551 -2.580 0.27
H -3.746 1.712 5.365 1.527 -1.773 0.890 0.25
H -1.193 -0.245 4.739 -0.777 1.995 1.097 0.22
H -1.607 1.504 4.127 0.252 -1.376 1.790 0.16
H 1.334 0.684 6.021 -1.194 1.691 -1.512 0.28
H 0.566 1.061 4.276 0.194 0.613 2.294 0.07
H 0.527 3.754 4.934 1.644 -1.876 0.974 0.24
H 2.189 2.966 4.504 -1.519 -0.145 1.633 0.19
H 1.783 3.307 6.347 -1.059 -0.752 -2.208 0.28
C -5.890 -4.921 -6.940 0.212 -0.115 0.174 -1.06
C -7.024 -4.134 -6.304 0.292 0.156 -0.747 -0.15
O -7.283 -4.586 -4.969 0.636 0.420 1.191 -0.38
C -6.387 -4.193 -4.031 0.082 -0.114 -0.435 0.70
O -5.401 -3.497 -4.224 -1.184 -0.719 0.399 -0.56
O -6.757 -4.728 -2.840 0.221 0.497 -0.931 -0.34
C -5.833 -4.477 -1.786 0.166 -0.022 0.434 -0.26
H -6.096 -5.995 -6.897 -0.106 0.143 -0.114 0.30
H -5.753 -4.626 -7.983 -0.086 -0.036 0.101 0.35
H -4.947 -4.758 -6.412 -0.122 0.112 -0.067 0.28
H -7.942 -4.298 -6.877 0.008 -0.065 0.409 0.30
H -6.826 -3.055 -6.315 0.054 -0.237 0.182 0.28
H -5.633 -3.407 -1.677 0.012 -0.170 -0.144 0.02
H -4.904 -5.028 -1.966 -0.031 0.190 -0.007 0.24
H -6.275 -4.841 -0.853 -0.119 -0.016 -0.372 0.31
C 8.532 7.632 3.837 -0.233 -0.034 0.197 -1.09
C 8.299 7.257 2.382 0.453 0.641 0.248 -0.17
O 7.359 6.181 2.269 -1.237 -0.041 -0.117 -0.35
C 6.060 6.513 2.467 0.177 0.752 0.355 0.72
O 5.632 7.628 2.725 0.539 -1.729 -0.495 -0.55
O 5.313 5.385 2.358 0.644 0.633 -0.120 -0.30
C 3.933 5.579 2.653 -0.526 0.078 0.090 -0.51
H 8.832 6.754 4.417 0.116 0.083 -0.150 0.29
H 9.308 8.397 3.919 -0.050 -0.114 -0.054 0.36
H 7.621 8.020 4.299 0.097 0.048 -0.164 0.31
H 9.239 6.903 1.947 -0.328 -0.239 -0.026 0.29
H 7.973 8.119 1.788 -0.137 -0.214 0.183 0.31
H 3.504 6.381 2.043 0.141 -0.053 0.215 0.34
H 3.807 5.793 3.718 -0.039 0.109 -0.201 0.35
H 3.403 4.650 2.421 0.328 0.061 0.010 0.02


Computed gap between HOMO and LUMO (eV) in order:
6.10, 7.65